28
Properties=species:S:1:pos:R:3:forces:R:3:nbo_charge:R:1 method="wB97M-V/def2-TZVPD" charge=+1 smiles="[H]/N=C/N(O)[N@H+]1CCc2ccccc2C1" homo_lumo_gap_ha=0.35927 lumo_energy_ev=-2.99
H -2.798 1.491 -4.186 0.02 0.23 0.18 0.3982
N -2.533 0.743 -3.560 0.04 -0.32 -0.06 -0.6623
C -2.326 1.018 -2.355 0.12 0.72 -0.27 0.2251
N -2.121 -0.052 -1.493 -0.76 -0.83 0.02 -0.0076
O -1.927 -1.271 -2.136 0.21 -0.08 0.51 -0.5519
N -1.167 0.077 -0.440 0.17 0.23 -0.37 -0.1883
C -1.410 -0.962 0.596 -0.28 -0.60 0.83 -0.2189
C -0.660 -0.574 1.859 0.10 0.09 -0.11 -0.4510
C 0.779 -0.227 1.572 0.05 0.02 -0.04 -0.0280
C 1.701 -0.175 2.612 0.05 0.03 -0.08 -0.1787
C 3.021 0.156 2.370 -0.08 -0.03 0.06 -0.1769
C 3.437 0.441 1.080 -0.03 0.00 -0.12 -0.1852
C 2.529 0.401 0.039 -0.05 0.00 0.02 -0.1791
C 1.200 0.071 0.281 -0.13 0.04 0.19 -0.0910
C 0.248 0.015 -0.889 0.94 -0.14 -0.39 -0.2545
H -2.364 1.982 -1.839 0.01 0.02 -0.15 0.1874
H -2.104 -1.082 -3.087 0.04 0.36 0.07 0.5243
H -1.331 0.993 0.001 -0.12 -0.15 -0.19 0.4432
H -1.059 -1.915 0.196 -0.02 0.18 -0.10 0.2452
H -2.485 -1.030 0.769 0.10 0.10 -0.17 0.2517
H -0.703 -1.404 2.564 -0.11 0.01 -0.05 0.2620
H -1.149 0.278 2.343 -0.09 -0.06 0.02 0.2261
H 1.374 -0.400 3.615 -0.03 -0.04 0.15 0.2242
H 3.724 0.189 3.186 0.08 0.00 0.09 0.2342
H 4.467 0.695 0.884 0.11 0.03 -0.02 0.2345
H 2.848 0.621 -0.968 0.08 0.06 -0.14 0.2212
H 0.439 0.844 -1.577 -0.20 -0.07 0.06 0.2377
H 0.370 -0.925 -1.439 -0.23 0.22 0.05 0.2583